1.
A molecular structure, C23H19F2NO4, computed with ωB97M-V/def2-TZVPD.

```
49
Properties=species:S:1:pos:R:3:lowdin_charge:R:1
F -3.221 2.502 2.154 0.036
C -3.044 1.159 2.379 -0.264
C -4.195 0.374 2.409 -0.020
C -3.977 -1.012 2.560 -0.087
C -2.721 -1.534 2.742 -0.054
C -1.580 -0.681 2.963 -0.175
C -0.359 -1.198 3.468 -0.017
C 0.926 -0.695 3.121 -0.190
C 1.966 -1.503 2.546 -0.037
C 3.185 -0.967 2.194 -0.086
C 3.463 0.411 2.287 0.000
C 2.425 1.195 2.782 -0.252
F 2.647 2.548 2.850 0.039
C 1.213 0.695 3.200 0.036
C -1.769 0.673 2.549 0.039
H -5.186 0.793 2.286 0.111
H -4.838 -1.679 2.535 0.107
H -2.591 -2.623 2.732 0.094
H -0.473 -2.413 3.479 0.080
H 1.778 -2.566 2.355 0.121
H 3.970 -1.626 1.827 0.103
H 4.414 0.834 1.985 0.116
H 0.496 1.370 3.643 0.122
H -0.943 1.349 2.418 0.098
C 4.302 -3.933 4.396 -0.063
C 3.218 -3.509 5.342 -0.197
O 1.980 -3.541 4.572 -0.016
C 0.977 -2.926 5.226 -0.424
C -0.337 -3.003 4.525 -0.015
C -1.539 -3.172 5.376 -0.154
C -1.576 -2.746 6.716 0.018
C -2.685 -2.951 7.519 0.035
C -3.808 -3.630 7.018 -0.145
N -4.953 -3.835 7.844 -0.312
O -5.963 -4.391 7.351 0.059
O -4.912 -3.454 9.038 0.062
C -3.779 -4.120 5.697 0.021
C -2.645 -3.950 4.923 -0.021
O 1.149 -2.495 6.379 0.083
H 5.244 -4.043 4.937 0.085
H 4.069 -4.893 3.925 0.086
H 4.454 -3.183 3.610 0.064
H 3.120 -4.194 6.197 0.135
H 3.386 -2.488 5.705 0.132
H -0.262 -3.919 3.915 0.171
H -0.724 -2.242 7.144 0.111
H -2.713 -2.590 8.541 0.124
H -4.667 -4.623 5.317 0.124
H -2.628 -4.413 3.936 0.118
```

Output
* total charge: 0
* total energy: -1443.0251 a.u.
* highest occupied orbital energy: -7.38 eV
* energy relative to the best compared isomer or geometry (same formula, charge and spin): 1.545 eV
* Kohn-Sham gap: 5.60 eV

***

2.
A molecular structure, C14H42O7, computed with ωB97M-V/def2-TZVPD.

```
63
Properties=species:S:1:pos:R:3:lowdin_charge:R:1
C 18.908 -2.626 -14.816 -0.081
C 18.528 -1.638 -15.946 -0.231
O 18.766 -0.307 -15.483 -0.231
H 19.058 -3.637 -15.193 0.059
H 18.199 -2.590 -13.988 0.108
H 19.901 -2.405 -14.426 0.065
H 17.469 -1.718 -16.195 0.088
H 19.150 -1.810 -16.824 0.065
H 18.632 0.249 -16.254 -0.319
C 16.643 -4.738 -14.770 -0.055
C 16.484 -3.771 -15.983 -0.192
O 17.627 -3.892 -16.872 -0.139
H 17.672 -4.643 -14.425 0.057
H 16.556 -5.754 -15.153 0.081
H 15.976 -4.562 -13.926 0.089
H 16.295 -2.743 -15.675 0.096
H 15.611 -4.158 -16.509 0.118
H 17.702 -3.198 -17.530 0.113
C 17.529 0.083 -18.482 -0.063
C 18.550 1.097 -18.184 -0.181
O 18.950 0.957 -16.802 0.049
H 17.247 0.094 -19.534 0.104
H 16.675 0.252 -17.826 0.076
H 17.870 -0.916 -18.209 0.071
H 18.161 2.089 -18.415 0.132
H 19.351 0.937 -18.906 0.126
H 19.571 1.653 -16.575 0.161
C 21.254 -1.686 -15.736 -0.048
C 21.367 -1.724 -17.317 -0.268
O 22.346 -2.698 -17.647 -0.114
H 22.212 -1.409 -15.297 0.098
H 20.964 -2.685 -15.408 0.052
H 20.605 -0.886 -15.380 0.045
H 21.751 -0.792 -17.732 0.114
H 20.453 -2.066 -17.804 0.065
H 22.459 -2.677 -18.600 0.093
C 20.175 -4.163 -17.215 -0.087
C 19.644 -5.574 -17.280 -0.241
O 18.580 -5.736 -16.339 -0.125
H 20.276 -3.825 -16.184 0.058
H 19.474 -3.438 -17.629 0.055
H 21.132 -4.099 -17.734 0.084
H 20.404 -6.315 -17.034 0.114
H 19.252 -5.866 -18.255 0.107
H 17.975 -5.004 -16.478 -0.129
C 16.753 1.108 -15.397 -0.060
C 16.348 0.314 -14.169 -0.255
O 15.989 1.308 -13.208 -0.080
H 17.703 1.613 -15.220 0.084
H 16.100 1.943 -15.654 0.097
H 16.919 0.499 -16.285 0.037
H 17.167 -0.282 -13.765 0.101
H 15.469 -0.322 -14.276 0.114
H 15.116 1.608 -13.474 0.077
C 20.716 1.243 -14.115 -0.076
C 19.685 0.739 -13.173 -0.288
O 19.363 -0.600 -13.398 -0.135
H 20.444 1.007 -15.144 0.044
H 21.720 0.846 -13.965 0.086
H 20.712 2.326 -13.991 0.084
H 18.789 1.308 -13.420 0.095
H 19.919 0.862 -12.116 0.126
H 18.991 -0.736 -14.272 -0.089
```

Output
* total charge: 0
* total energy: -1084.7773 a.u.
* highest occupied orbital energy: -8.76 eV
* energy relative to the best compared isomer or geometry (same formula, charge and spin): 13.181 eV
* Kohn-Sham gap: 8.82 eV

***

3.
C23H21ClN2O5 in the gas phase, computed with ωB97M-V/def2-TZVPD.

```
52
Properties=species:S:1:pos:R:3:lowdin_charge:R:1
C 7.906 2.722 1.570 -0.093
H 7.186 3.329 2.128 0.094
O 7.279 1.650 0.909 -0.088
C 6.354 1.932 -0.053 -0.281
C 5.947 3.210 -0.421 -0.019
C 5.005 3.374 -1.420 -0.003
C 4.453 2.275 -2.068 -0.272
C 4.847 0.995 -1.693 -0.003
C 5.789 0.833 -0.697 0.010
H 6.105 -0.155 -0.400 0.122
H 4.425 0.120 -2.162 0.115
O 3.521 2.554 -3.043 -0.067
C 3.134 1.507 -3.901 -0.101
C 2.154 0.501 -3.276 -0.463
O 2.037 -0.620 -3.716 0.079
N 1.464 1.041 -2.244 0.148
C 0.465 0.467 -1.451 -0.209
C -0.033 -0.808 -1.672 0.000
C -1.039 -1.304 -0.861 0.016
C -1.558 -0.543 0.174 -0.144
C -1.044 0.749 0.407 -0.201
C -0.041 1.242 -0.405 0.042
H 0.364 2.230 -0.245 0.109
O -1.606 1.430 1.458 -0.094
C -1.140 2.727 1.741 -0.080
H -0.077 2.724 2.000 0.098
H -1.719 3.066 2.599 0.095
H -1.311 3.407 0.900 0.098
N -2.580 -0.974 1.023 0.154
C -3.279 -2.142 0.992 -0.449
O -3.098 -3.045 0.206 0.069
C -4.309 -2.206 2.083 -0.161
C -5.632 -2.545 1.804 -0.596
C -6.565 -2.651 2.824 -0.099
C -6.179 -2.431 4.134 -0.078
C -4.867 -2.097 4.427 -0.078
C -3.941 -1.983 3.406 -0.032
H -2.913 -1.739 3.634 0.119
H -4.565 -1.929 5.449 0.104
H -6.906 -2.522 4.927 0.106
H -7.585 -2.907 2.584 0.104
Cl -6.132 -2.798 0.174 0.740
H -2.845 -0.284 1.714 0.138
H -1.435 -2.290 -1.033 0.107
H 0.361 -1.406 -2.475 0.102
H 1.714 1.995 -2.009 0.145
H 3.997 0.962 -4.297 0.141
H 2.620 1.992 -4.739 0.143
H 4.690 4.362 -1.716 0.119
H 6.356 4.086 0.055 0.104
H 8.608 2.267 2.267 0.093
H 8.455 3.360 0.870 0.095
```

Output
* total charge: 0
* total energy: -1834.9745 a.u.
* highest occupied orbital energy: -7.85 eV
* energy relative to the best compared isomer or geometry (same formula, charge and spin): 1.807 eV
* Kohn-Sham gap: 8.30 eV
* SMILES: COc1ccc(OCC(=O)Nc2ccc(NC(=O)c3ccccc3Cl)c(OC)c2)cc1

***

4.
C25H31N5O3 in the gas phase, computed with ωB97M-V/def2-TZVPD.

```
64
Properties=species:S:1:pos:R:3:lowdin_charge:R:1
C -0.672 -9.189 -0.828 -0.091
H -0.655 -10.184 -0.386 0.093
H -1.473 -9.138 -1.572 0.096
H 0.290 -8.994 -1.314 0.095
O -0.900 -8.302 0.239 -0.086
C -0.976 -6.968 -0.027 -0.279
C -0.835 -6.394 -1.285 -0.014
C -0.927 -5.021 -1.432 -0.029
C -1.163 -4.191 -0.346 -0.244
C -1.308 -4.775 0.908 -0.047
C -1.219 -6.141 1.070 0.001
H -1.335 -6.597 2.040 0.118
H -1.511 -4.154 1.770 0.114
C -1.199 -2.699 -0.517 -0.097
H -1.771 -2.425 -1.404 0.133
H -1.668 -2.218 0.343 0.123
C 0.216 -2.137 -0.673 -0.206
N 1.052 -2.585 0.428 0.121
C 2.390 -2.692 0.340 -0.521
O 3.011 -2.315 -0.641 0.037
C 3.043 -3.304 1.556 0.011
H 2.638 -4.296 1.738 0.083
H 2.855 -2.683 2.430 0.086
H 4.115 -3.375 1.392 0.084
H 0.577 -2.886 1.264 0.141
C 0.198 -0.590 -0.702 -0.439
O -0.767 0.054 -0.347 0.070
N 1.356 -0.086 -1.157 0.119
H 2.120 -0.745 -1.284 0.107
C 1.684 1.332 -1.156 -0.290
C 0.687 2.135 -1.997 -0.110
H 0.708 1.787 -3.030 0.121
C 1.026 3.626 -1.939 -0.147
N 1.029 4.078 -0.563 -0.057
C -0.072 4.695 -0.063 -0.205
N -0.902 5.186 -0.991 0.156
C -1.968 5.882 -0.653 -0.318
C -2.291 6.152 0.675 -0.003
C -1.482 5.645 1.675 -0.210
C -0.350 4.890 1.317 -0.100
C 0.380 4.346 2.387 -0.237
N 0.886 3.929 3.333 0.179
C -1.801 5.877 3.118 -0.035
H -2.690 6.495 3.221 0.079
H -0.968 6.368 3.620 0.092
H -1.970 4.928 3.626 0.092
H -3.166 6.734 0.917 0.115
C -2.830 6.375 -1.772 -0.028
H -2.391 6.096 -2.725 0.075
H -2.929 7.458 -1.722 0.082
H -3.826 5.942 -1.695 0.083
C 2.029 3.392 0.216 -0.148
H 2.093 3.811 1.217 0.090
C 1.727 1.893 0.271 -0.103
H 2.490 1.377 0.856 0.124
H 0.758 1.733 0.745 0.117
H 2.995 3.550 -0.279 0.131
H 0.288 4.209 -2.487 0.106
H 2.021 3.805 -2.361 0.126
H -0.315 1.979 -1.598 0.113
H 2.681 1.418 -1.603 0.154
H 0.678 -2.497 -1.600 0.156
H -0.815 -4.590 -2.416 0.119
H -0.653 -7.002 -2.157 0.103
```

Output
* total charge: 0
* total energy: -1470.8124 a.u.
* highest occupied orbital energy: -7.91 eV
* energy relative to the best compared isomer or geometry (same formula, charge and spin): 1.084 eV
* Kohn-Sham gap: 8.58 eV
* SMILES: COc1ccc(C[C@H](NC(C)=O)C(=O)NC2CCN(c3nc(C)cc(C)c3C#N)CC2)cc1

***

5.
A molecular structure, C9H11OPtS2, computed with ωB97M-V/def2-TZVPD.

```
24
Properties=species:S:1:pos:R:3:lowdin_charge:R:1
Pt -0.475 0.231 -0.112 0.640
C 3.254 1.538 -1.454 -0.024
C 2.318 1.206 -0.326 -0.281
C 2.478 0.030 0.414 -0.006
C 1.651 -0.281 1.502 -0.082
C 0.636 0.591 1.875 -0.189
C 0.465 1.801 1.157 -0.221
C 1.290 2.070 0.040 -0.077
H 4.280 1.285 -1.190 0.093
H 3.205 2.592 -1.717 0.088
H 2.998 0.957 -2.342 0.096
H 3.283 -0.645 0.148 0.133
H 1.822 -1.182 2.075 0.124
H 0.051 0.407 2.765 0.125
H -0.212 2.561 1.522 0.122
H 1.175 3.006 -0.490 0.131
C -4.171 -2.957 -0.509 -0.027
O -4.106 -1.529 -0.280 -0.131
C -2.980 -0.916 -0.412 -1.249
S -2.826 0.727 -0.039 0.754
S -1.539 -1.605 -0.956 0.676
H -5.211 -3.225 -0.373 0.107
H -3.547 -3.469 0.221 0.101
H -3.840 -3.194 -1.518 0.095
```

Output
* total charge: +1
* total energy: -1340.2257 a.u.
* highest occupied orbital energy: -12.19 eV
* Kohn-Sham gap: 6.86 eV

***

6.
2 unconnected molecules or ions with the total composition C14H21N2O9, computed with ωB97M-V/def2-TZVPD.

```
46
Properties=species:S:1:pos:R:3:lowdin_charge:R:1
O 4.229 -4.402 -2.266 0.027
O -4.544 4.655 4.044 0.090
O 2.304 -0.170 -1.171 -0.034
O 2.782 -4.308 1.588 0.032
O 0.242 0.015 -0.407 -0.049
O -2.716 5.904 3.603 0.111
O -1.524 1.776 -0.924 -0.066
O -4.809 4.353 1.196 0.008
O -1.302 4.631 -1.119 -0.034
C 3.479 -3.501 -2.615 -0.572
C -3.625 4.946 3.291 -0.410
C 1.326 -0.604 -0.524 -0.672
C 2.553 -4.237 0.380 -0.463
C -2.446 2.016 1.288 0.039
C -3.318 2.751 2.075 0.013
N 2.256 -5.327 -0.337 0.021
N 2.618 -2.884 -1.815 0.103
C 3.474 -3.037 -4.051 -0.001
C 2.189 -6.681 0.203 -0.062
C -1.611 2.649 0.206 -0.340
C -3.555 4.241 1.896 -0.405
C -2.472 4.868 0.987 -0.059
C -2.218 3.985 -0.235 -0.327
C 1.424 -1.995 0.127 -0.054
C 2.611 -2.870 -0.339 -0.184
H -2.954 6.188 4.497 0.124
H -0.847 1.051 -0.740 0.027
H -5.085 5.282 1.146 0.108
H -0.970 3.952 -1.738 0.101
H -2.335 0.947 1.447 0.116
H -3.896 2.234 2.835 0.107
H 2.196 -5.196 -1.336 0.114
H 2.154 -2.079 -2.218 0.124
H 4.248 -3.569 -4.600 0.077
H 2.498 -3.234 -4.487 0.079
H 3.675 -1.966 -4.072 0.086
H 1.981 -7.393 -0.595 0.078
H 3.144 -6.929 0.671 0.083
H 1.405 -6.731 0.959 0.081
H -0.602 2.821 0.597 0.162
H -2.782 5.867 0.667 0.130
H -1.531 4.972 1.538 0.134
H -3.161 3.793 -0.760 0.156
H 0.500 -2.537 -0.087 0.122
H 1.490 -1.864 1.208 0.124
H 3.529 -2.381 -0.012 0.157
```

Output
* total charge: -1
* total energy: -1332.8881 a.u.
* highest occupied orbital energy: -5.70 eV
* energy relative to the best compared isomer or geometry (same formula, charge and spin): 0.176 eV
* Kohn-Sham gap: 7.97 eV

***

7.
2 unconnected molecules or ions with the total composition C32H38N5O3, computed with ωB97M-V/def2-TZVPD.

```
78
Properties=species:S:1:pos:R:3:lowdin_charge:R:1
C -2.282 4.246 2.572 0.002
N -2.103 2.818 2.717 -0.037
C -3.161 1.981 2.936 -0.357
O -4.321 2.346 3.108 0.108
C -2.602 0.557 2.973 -0.156
C -3.104 -0.347 1.853 -0.090
C -4.574 -0.627 2.023 -0.242
C -5.436 -0.305 0.977 -0.039
C -6.813 -0.427 1.162 -0.061
C -7.308 -0.902 2.386 -0.069
C -6.435 -1.260 3.421 -0.062
C -5.056 -1.125 3.242 -0.039
N -1.157 0.775 2.892 0.075
C -0.319 -0.282 2.875 0.048
C 1.057 -0.146 2.708 -0.053
C 2.043 -1.129 2.724 0.079
C 3.457 -0.759 2.655 -0.144
C 4.548 -1.660 2.925 -0.010
C 5.875 -1.351 2.679 0.041
C 6.231 -0.017 2.407 -0.136
N 7.579 0.408 2.284 -0.303
O 7.760 1.638 2.097 0.073
O 8.499 -0.435 2.359 0.096
C 5.223 0.949 2.290 0.028
C 3.882 0.581 2.341 0.014
C -0.794 2.198 2.661 -0.456
C -0.152 2.481 1.297 0.013
C 0.135 2.792 3.729 0.016
H -3.348 4.473 2.648 0.104
H -1.746 4.793 3.359 0.100
H -1.918 4.597 1.597 0.099
H -2.893 0.114 3.943 0.165
H -2.897 0.110 0.868 0.135
H -2.533 -1.286 1.888 0.112
H -5.014 0.105 0.054 0.117
H -7.488 -0.129 0.361 0.109
H -8.385 -0.977 2.532 0.107
H -6.823 -1.623 4.373 0.110
H -4.361 -1.344 4.055 0.112
H -0.801 -1.255 3.015 0.159
H 1.406 0.872 2.558 0.049
H 1.700 -2.167 2.821 0.106
H 4.347 -2.641 3.376 0.103
H 6.670 -2.092 2.752 0.134
H 5.547 1.980 2.154 0.129
H 3.167 1.375 2.125 0.105
H -0.845 2.238 0.483 0.107
H 0.087 3.552 1.263 0.096
H 0.778 1.921 1.165 0.074
H -0.369 2.812 4.703 0.110
H 1.055 2.209 3.812 0.076
H 0.402 3.815 3.428 0.099
C 2.268 -5.012 -2.131 -0.089
N 1.090 -4.410 -1.591 -0.230
C 0.269 -3.760 -2.574 -0.200
C -1.059 -3.496 -1.870 -0.153
C -1.081 -4.364 -0.597 -0.111
C 0.297 -5.067 -0.532 -0.252
C 1.006 -4.960 0.801 -0.137
C 2.185 -4.206 0.906 -0.031
C 2.846 -4.168 2.136 -0.094
C 2.162 -4.600 3.316 -0.156
N 1.008 -5.238 3.186 0.040
C 0.491 -5.545 2.004 -0.077
H 2.915 -5.405 -1.348 0.081
H 2.060 -5.815 -2.853 0.092
H 2.780 -4.203 -2.675 0.097
H 0.777 -2.838 -2.881 0.118
H 0.154 -4.365 -3.492 0.120
H -1.061 -2.440 -1.591 0.097
H -1.903 -3.658 -2.546 0.110
H -1.230 -3.684 0.256 0.101
H -1.898 -5.096 -0.641 0.116
H 0.146 -6.153 -0.732 0.158
H 2.549 -3.635 0.035 0.122
H 3.861 -3.749 2.134 0.077
H 2.504 -4.424 4.357 0.118
H -0.373 -6.223 2.000 0.125
```

Output
* total charge: +1
* total energy: -1741.2946 a.u.
* highest occupied orbital energy: -10.58 eV
* energy relative to the best compared isomer or geometry (same formula, charge and spin): 0.768 eV
* Kohn-Sham gap: 5.15 eV

***

8.
4 unconnected molecules or ions with the total composition C2H14N2O3, computed with ωB97M-V/def2-TZVPD.

```
21
Properties=species:S:1:pos:R:3:lowdin_charge:R:1
C -2.515 -0.056 -0.243 -0.157
N -0.985 0.222 -0.119 -0.132
C -0.735 1.298 -1.206 -0.344
N 0.464 1.983 -0.874 -0.017
H -2.891 -0.978 0.251 0.063
H -3.208 0.731 0.026 0.046
H -2.707 -0.312 -1.304 0.060
H -0.727 0.680 0.907 0.108
H -1.565 2.163 -1.014 0.137
H -0.765 0.813 -2.225 0.121
H 0.553 2.283 0.075 0.040
H 1.282 1.509 -1.227 0.058
H 0.214 0.333 2.671 0.074
H 0.912 1.720 2.165 0.106
O 0.757 0.728 1.940 -0.129
H 1.820 -0.791 -1.989 -0.004
H 1.437 -2.387 -2.028 0.032
O 2.026 -1.682 -1.791 -0.033
H 0.889 -1.559 1.139 0.009
H 0.746 -2.983 1.657 0.040
O 0.613 -2.061 1.918 -0.078
```

Output
* total charge: 0
* total energy: -419.7416 a.u.
* highest occupied orbital energy: -8.53 eV
* energy relative to the best compared isomer or geometry (same formula, charge and spin): 2.675 eV
* Kohn-Sham gap: 9.03 eV
* SMILES: CNCN.O.O.O